Record 1
Computed, not measured: one molecule with the formula C5H8O, with ωB97M-V with the def2-TZVPD basis set.

As for the LUMO energy: 0.99 eV. The calculation puts the HOMO energy at -0.3254 Eh. The SMILES is C/C=C\C=C/O. As for the strongest force on any atom: 0.00764 Eh/bohr.

Each line ends with the Löwdin charge.
Element x y z (Å)
C1 0.7910 0.7264 -1.4184  -0.093
C2 1.3087 -0.2344 -0.3833  -0.159
C3 0.5549 -0.8983 0.4978  -0.150
C4 -0.9277 -0.9297 0.4241  -0.121
C5 -1.6797 0.0134 0.9871  -0.216
O1 -1.1415 1.0507 1.6733  0.002
H1 -0.0853 1.2716 -1.0520  0.071
H2 1.5674 1.4533 -1.6733  0.071
H3 0.5018 0.2191 -2.3458  0.081
H4 2.3817 -0.4158 -0.3759  0.097
H5 -0.1794 0.9117 1.6082  0.090
H6 1.0496 -1.4915 1.2696  0.105
H7 -1.3768 -1.7254 -0.1590  0.103
H8 -2.7646 0.0490 0.9476  0.118



Record 2
Computed, not measured: one molecule with the formula C2H4N2O at a distorted geometry, with ωB97M-V with the def2-TZVPD basis set.

As for the LUMO energy: 0.58 eV. The calculation puts the HOMO energy at -0.3268 Eh. As for the strongest force on any atom: 0.09163 Eh/bohr.

Each line ends with the Löwdin charge.
Element x y z (Å)
C1 0.0007 0.3454 0.5102  -0.369
C2 0.8955 0.4477 -0.5208  0.050
N1 -1.9144 -1.0844 0.2190  -0.109
N2 -2.3723 -0.6757 -0.7491  0.167
O1 -0.5559 -0.7104 0.9898  -0.092
H1 0.0020 1.1212 1.1840  0.072
H2 1.3796 1.4395 -0.5661  0.056
H3 1.2755 -0.3881 -1.1253  0.061
H4 -2.3909 -1.7886 0.8139  0.165



The lowest strongest force on any atom belongs to which entry? C5H8O